DFT (the ωB97M-V functional and the def2-TZVPD basis) results for C24H19AgBCl2N9O4 as an isolated structure.

Element x y z (Å)
Ag 0.434 -1.791 -0.151
C -3.222 0.387 -1.088
C -2.482 -0.783 -0.894
N -1.188 -0.528 -1.038
N -1.062 0.777 -1.339
C -2.276 1.356 -1.355
B 0.352 1.393 -1.467
N 1.214 0.496 -2.385
C 1.633 0.791 -3.635
C 2.356 -0.278 -4.109
C 2.325 -1.208 -3.061
N 1.632 -0.737 -2.037
N 0.939 1.467 -0.038
C 1.045 2.536 0.779
C 1.642 2.122 1.950
C 1.852 0.752 1.765
N 1.408 0.365 0.579
N 0.282 2.777 -2.121
C -0.494 3.134 -3.176
C -0.080 4.368 -3.614
C 0.988 4.690 -2.756
N 1.203 3.730 -1.875
H -4.291 0.500 -1.035
H -2.816 -1.782 -0.673
H -2.394 2.409 -1.543
H 1.399 1.726 -4.115
H 2.841 -0.373 -5.065
H 2.783 -2.180 -3.012
H 0.700 3.509 0.487
H 1.897 2.729 2.801
H 2.313 0.045 2.437
H -1.269 2.485 -3.548
H -0.473 4.956 -4.425
H 1.605 5.574 -2.749
O 2.422 -4.038 2.734
C 1.773 -3.210 2.106
O 1.820 -3.018 0.845
C 0.877 -2.268 2.923
C 1.186 -2.123 4.296
C 0.513 -1.201 5.036
C -0.503 -0.434 4.422
C -1.227 0.569 5.103
C -2.204 1.279 4.462
C -2.503 1.003 3.113
C -1.820 0.037 2.430
C -0.786 -0.692 3.057
N -0.076 -1.596 2.328
H 1.976 -2.743 4.694
H 0.742 -1.039 6.084
H -0.991 0.770 6.142
H -2.749 2.053 4.986
H -3.278 1.571 2.613
H -2.047 -0.181 1.397
Cl -0.881 -6.258 -2.604
C -0.156 -4.646 -2.770
Cl 1.417 -4.621 -1.957
C -1.180 -3.600 -2.177
O -2.030 -3.232 -2.982
O -1.086 -3.325 -0.946
H -0.004 -4.474 -3.829

- calculated total energy (eV) = -76522.5471
- 2S+1 = 2
- Kohn-Sham gap (spin up / spin down) (eV) = 8.51 / 6.96
- charge = -1

DFT (the ωB97M-V functional and the def2-TZVPD basis) results for C24H19AlF6N5O4S3 as an isolated structure.

Element x y z (Å)
Al 0.664 -0.502 -0.320
C 0.689 -3.631 1.402
C -0.659 -3.025 1.172
C -1.754 -3.635 1.782
C -3.026 -3.143 1.597
C -3.188 -2.036 0.786
C -2.071 -1.461 0.222
N -0.815 -1.924 0.405
C -2.189 -0.220 -0.564
C -3.378 0.285 -1.055
C -3.369 1.522 -1.677
C -2.184 2.230 -1.774
C -1.025 1.653 -1.289
N -1.037 0.438 -0.732
C 0.303 2.292 -1.335
C 0.425 3.655 -1.493
C 1.695 4.206 -1.512
C 2.774 3.360 -1.416
C 2.592 1.985 -1.276
C 3.809 1.120 -1.233
N 1.354 1.452 -1.200
H 0.593 -4.511 2.033
H 1.358 -2.923 1.887
H 1.149 -3.925 0.463
H -1.587 -4.496 2.413
H -3.875 -3.605 2.083
H -4.167 -1.606 0.635
H -4.299 -0.271 -0.964
H -4.286 1.940 -2.069
H -2.165 3.205 -2.237
H -0.451 4.281 -1.569
H 1.833 5.274 -1.612
H 3.782 3.752 -1.432
H 4.682 1.698 -1.528
H 3.709 0.265 -1.895
H 3.971 0.745 -0.222
S 2.560 -1.787 -0.479
C 1.810 -2.045 -2.016
C 2.294 -2.863 -3.043
C 1.570 -2.948 -4.212
C 0.379 -2.225 -4.346
C -0.038 -1.445 -3.299
N 0.658 -1.354 -2.155
H 3.219 -3.402 -2.892
H 1.919 -3.571 -5.025
H -0.203 -2.277 -5.255
H -0.952 -0.863 -3.354
F 2.056 1.384 4.657
C 1.526 0.480 3.858
F 2.408 -0.488 3.617
F 0.445 -0.037 4.418
S 1.147 1.295 2.227
O 0.938 0.074 1.388
O 2.329 2.023 1.908
N -0.094 2.213 2.323
S -1.609 1.704 2.518
O -1.754 0.280 2.410
O -2.483 2.540 1.758
C -1.937 2.144 4.310
F -2.655 3.251 4.372
F -2.605 1.148 4.875
F -0.788 2.327 4.961

- calculated total energy (eV) = -96245.2447
- energy above the lowest of the compared OMol25 structures with the same formula, charge and spin (eV) = 0.083
- Kohn-Sham gap (eV) = 7.47
- charge = +1

DFT (the ωB97M-V functional and the def2-TZVPD basis) results for C24H19AuClIN5O5 as an isolated structure.

Element x y z (Å)
Au 0.110 -0.388 0.023
O 0.759 0.161 -4.040
C 0.851 0.093 -2.842
N 0.230 -0.814 -2.004
C -0.244 -2.030 -2.454
O 0.004 -2.557 -3.508
C -1.149 -2.728 -1.460
C -1.764 -3.915 -1.803
C -2.602 -4.518 -0.882
C -2.807 -3.910 0.348
C -2.153 -2.723 0.620
N -1.336 -2.154 -0.269
C 1.727 1.077 -2.090
C 2.371 2.090 -2.774
C 3.197 2.943 -2.064
C 3.356 2.748 -0.700
C 2.664 1.722 -0.088
N 1.869 0.899 -0.772
H -1.569 -4.331 -2.783
H -3.095 -5.452 -1.120
H -3.461 -4.345 1.092
H -2.289 -2.208 1.564
H 2.215 2.172 -3.841
H 3.716 3.748 -2.568
H 4.009 3.382 -0.115
H 2.748 1.538 0.976
I -0.610 -2.874 5.684
C -0.711 -1.573 4.096
C -1.597 -0.531 3.924
N -1.317 0.039 2.741
N -0.285 -0.571 2.146
C 0.092 -1.561 2.951
H -2.390 -0.164 4.557
H -1.692 0.925 2.345
H 0.908 -2.215 2.683
C -0.807 4.599 4.637
C 0.602 5.026 4.347
C 1.383 5.444 5.393
C 2.726 5.814 5.229
Cl 3.608 6.336 6.573
C 3.366 5.741 3.970
C 2.636 5.331 2.910
C 1.244 5.006 3.049
O 0.717 4.707 1.908
C -0.670 4.473 1.595
C -0.964 2.941 1.479
O -2.038 2.586 2.012
O -0.126 2.287 0.840
H -0.888 4.338 5.691
H -1.135 3.750 4.045
H -1.509 5.416 4.449
H 0.954 5.477 6.387
H 4.407 6.016 3.867
H 3.065 5.270 1.918
H -0.798 4.881 0.597
H -1.343 4.948 2.293

- calculated total energy (eV) = -67191.8355
- 2S+1 = 3
- energy above the lowest of the compared OMol25 structures with the same formula, charge and spin (eV) = 0.108
- Kohn-Sham gap (spin up / spin down) (eV) = 7.68 / 4.84
- charge = +1

DFT (the ωB97M-V functional and the def2-TZVPD basis) results for a 2-piece molecular cluster, C24H19BCl2F3NO9P overall at a distorted geometry.

Element x y z (Å)
C -2.136 0.532 -1.793
C -2.994 -0.267 -0.804
O -2.441 -1.559 -0.461
C -1.423 -1.479 0.421
C -1.643 -1.097 1.758
P -3.346 -0.689 2.400
O -3.941 -2.102 3.037
Cl -2.980 0.639 3.996
C -0.595 -0.981 2.652
C 0.727 -1.226 2.280
C 1.772 -1.022 3.329
C 2.588 -2.035 3.834
C 3.519 -1.700 4.808
C 3.557 -0.383 5.238
N 2.779 0.604 4.820
C 1.924 0.251 3.872
C 0.954 -1.630 0.973
C -0.102 -1.746 0.059
C 0.302 -2.159 -1.356
O -0.376 -2.856 -2.073
C 1.676 -1.640 -1.797
C 1.799 -1.280 -3.280
C 0.643 -0.428 -3.842
C 0.761 1.112 -3.640
Cl 2.105 1.654 -2.565
C 2.672 -1.531 -0.922
C 4.050 -1.042 -1.350
C 5.042 -0.822 -0.209
O 5.789 -1.699 0.125
F 5.095 0.354 0.461
C 2.366 -1.963 0.501
O 3.172 -2.557 1.177
H -1.228 0.958 -1.346
H -1.953 -0.109 -2.663
H -2.763 1.366 -2.136
H -3.199 0.381 0.052
H -3.950 -0.454 -1.306
H -3.187 -2.562 3.443
H -0.789 -0.689 3.683
H 2.509 -3.044 3.439
H 4.209 -2.428 5.226
H 4.285 -0.136 6.017
H 1.258 1.033 3.493
H 2.759 -0.824 -3.530
H 1.771 -2.247 -3.813
H -0.340 -0.746 -3.492
H 0.637 -0.596 -4.930
H -0.153 1.545 -3.224
H 0.926 1.595 -4.610
H 4.495 -1.800 -2.006
H 3.986 -0.118 -1.938
B -4.300 5.579 -1.306
O -4.924 4.800 -2.414
C -4.976 3.535 -2.051
O -5.421 2.636 -2.718
C -4.381 3.396 -0.662
O -4.277 2.366 -0.043
O -3.993 4.579 -0.241
F -5.192 6.539 -0.826
F -3.124 6.190 -1.747

- calculated total energy (eV) = -88285.6294
- energy above the lowest of the compared OMol25 structures with the same formula, charge and spin (eV) = 0.939
- Kohn-Sham gap (eV) = 7.63
- charge = -1